Record 1
{"formula": "C27H26ClO8S2", "method": "ωB97M-V/def2-TZVPD", "charge": -1, "homo_energy_ev": -3.8, "orbital_gap_ev": 6.16, "symbols": ["C", "C", "O", "C", "C", "Cl", "C", "O", "O", "C", "C", "O", "H", "H", "H", "H", "H", "H", "H", "H", "H", "H", "C", "C", "C", "C", "S", "C", "C", "C", "C", "C", "C", "C", "C", "S", "C", "C", "C", "C", "C", "C", "O", "O", "O", "O", "C", "C", "H", "H", "H", "H", "H", "H", "H", "H", "H", "H", "H", "H", "H", "H", "H", "H"], "xyz": [[-0.2652, 5.9088, 2.6108], [-1.1273, 4.8141, 2.0253], [-0.2975, 4.0087, 1.1506], [-0.7604, 2.7969, 0.8013], [0.1358, 2.0422, -0.1312], [-0.4210, 2.1782, -1.7290], [1.6075, 2.1855, -0.0073], [2.3969, 2.0128, -0.9219], [1.9642, 2.5544, 1.2448], [3.3823, 2.6942, 1.4652], [3.6338, 3.8311, 2.4162], [-1.8328, 2.3335, 1.1864], [-0.7130, 6.2714, 3.5416], [0.7542, 5.5610, 2.8372], [-0.1979, 6.7951, 1.9705], [-1.5315, 4.2013, 2.8443], [-1.9382, 5.2385, 1.4196], [3.7352, 1.7473, 1.8877], [3.8504, 2.8774, 0.4960], [4.6958, 4.0880, 2.3797], [3.0731, 4.7315, 2.1525], [3.3826, 3.5507, 3.4444], [-4.9485, -4.1889, -0.6066], [-3.6628, -4.6660, -0.8793], [-2.6980, -3.8049, -1.4081], [-2.9851, -2.4507, -1.5548], [-1.6656, -1.3496, -2.0813], [-0.4062, -1.2009, -0.7885], [-0.5632, -0.4772, 0.3565], [-0.1239, -0.8431, 1.7022], [0.4545, -2.0836, 2.0814], [1.0420, -2.2577, 3.3434], [0.7888, -1.3312, 4.3631], [0.0447, -0.1813, 4.0576], [-0.3948, 0.0499, 2.7557], [1.1235, -2.1222, -1.0322], [1.6095, -1.9060, -2.7574], [2.0427, -3.0265, -3.4660], [2.2108, -2.9259, -4.8474], [2.0534, -1.6945, -5.4838], [1.7277, -0.5608, -4.7341], [1.5946, -0.6482, -3.3466], [2.1562, -1.5152, -0.2290], [0.7955, -3.5277, -0.8849], [-1.0452, -2.0743, -3.1687], [-2.2743, -0.0635, -2.3223], [-4.2962, -1.9940, -1.4056], [-5.2667, -2.8589, -0.8953], [-5.6981, -4.8561, -0.1814], [-3.4066, -5.7057, -0.6797], [-1.7233, -4.1847, -1.7020], [-1.2661, 0.3462, 0.2851], [0.4254, -2.9470, 1.4156], [1.6665, -3.1399, 3.5283], [1.1644, -1.5009, 5.3758], [-0.2071, 0.5447, 4.8330], [-0.9711, 0.9402, 2.5229], [2.2383, -3.9530, -2.9278], [2.4660, -3.8230, -5.4103], [2.2023, -1.6122, -6.5587], [1.5910, 0.4076, -5.2101], [1.5103, 0.2400, -2.7136], [-4.5552, -0.9842, -1.7077], [-6.2770, -2.4918, -0.7222]], "atomic_forces_ev_per_a": [[0.27, 0.58, 0.20], [0.26, -0.37, -0.07], [-0.59, 0.41, 0.47], [-0.29, -1.30, -0.33], [1.84, 0.67, 1.81], [-0.41, -0.14, -1.20], [-1.84, 0.10, -0.97], [0.09, -0.07, 0.41], [0.81, -0.09, 0.44], [-0.52, -0.23, -0.36], [0.10, 0.19, 0.40], [0.59, 1.20, -0.19], [0.03, -0.13, 0.00], [-0.40, -0.02, -0.10], [0.14, -0.28, -0.13], [-0.01, -0.02, -0.51], [-0.01, -0.25, 0.27], [0.15, 0.10, -0.19], [0.05, -0.17, 0.15], [-0.01, -0.03, 0.12], [-0.03, -0.16, -0.10], [-0.02, 0.12, -0.10], [0.28, 0.20, 0.00], [-0.13, 0.26, -0.20], [0.01, -0.20, 0.42], [-0.20, -0.17, 0.08], [0.55, 0.63, -0.33], [0.46, -0.57, -0.86], [-0.84, 0.07, -0.46], [0.39, -0.27, 1.27], [0.26, 0.23, -0.18], [-0.67, 0.12, 0.04], [0.19, 0.31, -0.46], [-0.10, -0.35, -0.03], [0.30, 0.13, 0.00], [-0.47, -0.01, -0.59], [0.51, -0.02, 0.09], [-0.47, 0.11, 0.00], [0.33, 0.07, 0.27], [-0.34, 0.04, 0.22], [0.42, -0.06, 0.27], [-0.12, 0.03, 0.00], [-0.27, -0.22, 0.05], [0.46, -0.17, 0.05], [-0.17, 0.11, 0.18], [-0.17, -0.66, 0.21], [0.17, -0.04, 0.30], [0.10, -0.20, -0.17], [0.15, 0.18, -0.10], [-0.08, 0.21, -0.14], [0.01, 0.15, 0.29], [-0.61, -0.40, 0.32], [0.40, 0.47, -0.11], [-0.53, 0.23, 0.00], [-0.05, 0.10, -0.35], [0.10, -0.24, -0.16], [0.23, -0.11, 0.11], [-0.41, 0.09, -0.23], [0.09, 0.27, 0.05], [-0.15, -0.04, 0.17], [0.21, -0.17, 0.04], [-0.41, -0.16, -0.29], [0.18, 0.00, 0.31], [0.19, -0.07, -0.11]]}

Record 2
{"formula": "C27H26F16N7SSbTa", "method": "ωB97M-V/def2-TZVPD", "s_squared": 0.78, "charge": 2, "homo_energy_ev": [-13.7, -13.7], "orbital_gap_ev": [6.10, 4.97], "multiplicity": 2, "symbols": ["Ta", "C", "N", "C", "C", "N", "C", "C", "F", "C", "F", "C", "F", "C", "F", "C", "F", "C", "C", "N", "C", "C", "F", "C", "F", "C", "F", "C", "F", "C", "F", "H", "H", "H", "H", "H", "H", "H", "H", "H", "H", "H", "C", "C", "C", "N", "N", "C", "N", "S", "H", "H", "H", "H", "H", "H", "H", "F", "Sb", "F", "F", "F", "F", "F", "C", "C", "C", "C", "C", "C", "N", "H", "H", "H", "H", "H", "H", "H", "H"], "xyz": [[0.2026, 0.1957, 0.0401], [-2.4236, -1.2201, -1.2152], [-1.8415, -1.0208, 0.1432], [-1.5432, -2.3401, 0.7164], [-0.3955, -2.8986, -0.0773], [0.4662, -1.7713, -0.5303], [1.4097, -2.2591, -1.4716], [1.8840, -1.3375, -2.3855], [1.4566, -0.0700, -2.1461], [2.7551, -1.5873, -3.4143], [3.1480, -0.6244, -4.2275], [3.2164, -2.8906, -3.5547], [4.0532, -3.2003, -4.5218], [2.7991, -3.8532, -2.6505], [3.2592, -5.0863, -2.7545], [1.9198, -3.5475, -1.6169], [1.6439, -4.5334, -0.7624], [-2.8015, -0.3196, 1.0118], [-2.9969, 1.0721, 0.4554], [-1.7539, 1.4413, -0.2527], [-1.8366, 2.5172, -1.0454], [-0.9809, 2.5440, -2.1705], [-0.2027, 1.4557, -2.2872], [-0.9463, 3.5309, -3.1039], [-0.1593, 3.4802, -4.1491], [-1.8091, 4.6248, -2.9136], [-1.7896, 5.6088, -3.7564], [-2.6886, 4.6614, -1.8258], [-3.4653, 5.7060, -1.6683], [-2.7215, 3.6288, -0.9209], [-3.5218, 3.7351, 0.1206], [-3.3498, -1.7927, -1.1322], [-1.7257, -1.7631, -1.8453], [-2.6400, -0.2688, -1.6898], [-2.4255, -2.9814, 0.6564], [-1.2883, -2.2062, 1.7654], [-0.7409, -3.4417, -0.9594], [0.1715, -3.5984, 0.5218], [-2.3810, -0.2948, 2.0151], [-3.7467, -0.8656, 1.0522], [-3.2516, 1.7777, 1.2416], [-3.8063, 1.0916, -0.2771], [6.3387, -2.4208, 0.8353], [5.5080, -1.8343, -0.3071], [4.5006, -0.8428, 0.1704], [3.2276, -1.0043, 0.0818], [2.5013, 0.0351, 0.6032], [3.2780, 0.9690, 1.1055], [2.8157, 2.1399, 1.6746], [4.9444, 0.6439, 0.9544], [7.0419, -3.1525, 0.4440], [5.7021, -2.9164, 1.5682], [6.9172, -1.6507, 1.3472], [4.9519, -2.6151, -0.8281], [6.1564, -1.3508, -1.0413], [2.0143, 2.0066, 2.2848], [3.5301, 2.7064, 2.1186], [0.5435, 2.0954, 0.7040], [1.8883, 3.7506, -0.1403], [0.0838, 4.3195, -0.2851], [2.0022, 2.0854, -1.0827], [1.7919, 4.5578, 1.5504], [3.7532, 3.9552, -0.0449], [2.0067, 4.5757, -1.8152], [1.3859, -2.2830, 2.4939], [0.6135, -1.0578, 2.8855], [0.3743, -0.7385, 4.1767], [-0.3029, 0.5119, 4.2211], [-0.4609, 0.9723, 2.9617], [-1.0797, 2.3194, 2.6827], [0.0710, -0.0213, 2.0443], [2.2585, -2.3483, 3.1441], [1.7570, -2.2890, 1.4781], [0.8003, -3.1866, 2.6684], [0.6917, -1.3297, 5.0210], [-0.6257, 1.0386, 5.1055], [-1.9706, 2.4201, 3.3020], [-1.3530, 2.5243, 1.6547], [-0.3914, 3.1158, 2.9718]], "atomic_forces_ev_per_a": [[-0.65, -1.04, 1.83], [-0.01, 0.03, -0.01], [0.10, 0.05, -0.15], [0.08, 0.03, 0.01], [-0.12, 0.14, -0.10], [0.15, 0.13, -0.05], [0.11, 0.08, -0.08], [-0.12, -0.10, 0.05], [0.12, 0.18, 0.06], [-0.02, -0.06, 0.05], [0.03, 0.04, -0.03], [-0.05, 0.04, 0.04], [0.05, -0.01, -0.05], [0.00, 0.01, 0.01], [0.01, -0.04, -0.01], [0.02, 0.02, -0.01], [-0.02, -0.01, 0.02], [0.00, 0.08, 0.08], [0.03, -0.09, -0.08], [-0.13, 0.18, -0.19], [-0.02, -0.11, -0.01], [0.13, 0.02, -0.03], [-0.03, -0.02, -0.12], [-0.03, -0.07, 0.12], [0.07, 0.00, -0.07], [0.00, -0.07, 0.06], [0.00, 0.12, -0.12], [0.03, -0.09, 0.02], [-0.06, 0.08, 0.02], [0.01, 0.06, -0.05], [-0.06, -0.03, 0.09], [0.01, -0.01, 0.02], [0.00, 0.01, 0.00], [-0.01, 0.02, 0.00], [0.01, -0.03, 0.00], [0.02, 0.02, 0.01], [0.01, -0.01, 0.00], [0.04, -0.02, 0.08], [-0.04, 0.01, 0.00], [0.00, -0.01, -0.03], [0.02, -0.04, 0.02], [-0.04, 0.02, 0.05], [0.02, 0.00, 0.01], [-0.03, 0.00, -0.03], [0.02, 0.03, 0.05], [0.01, -0.07, 0.03], [-0.14, 0.33, -0.46], [0.04, 0.01, 0.23], [-0.02, -0.03, 0.01], [-0.05, -0.05, -0.02], [0.00, 0.00, 0.00], [0.00, -0.01, 0.00], [0.00, 0.00, 0.00], [0.01, -0.01, 0.01], [0.01, 0.00, 0.00], [0.00, 0.03, 0.02], [0.02, 0.00, -0.02], [0.06, -0.27, -0.71], [0.28, 0.17, -0.21], [0.08, -0.19, 0.06], [0.11, 0.39, -0.15], [-0.03, -0.02, -0.16], [-0.10, -0.18, 0.04], [0.02, 0.17, 0.17], [0.00, 0.05, -0.07], [-0.17, -0.02, 0.06], [0.07, -0.03, -0.10], [-0.06, 0.06, -0.02], [0.00, 0.04, -0.02], [-0.07, 0.04, -0.06], [0.29, 0.09, -0.25], [-0.01, -0.04, 0.01], [-0.02, 0.02, -0.11], [-0.01, -0.04, -0.05], [0.00, -0.01, 0.01], [-0.01, 0.00, 0.00], [0.01, 0.04, 0.05], [0.04, -0.04, 0.25], [-0.02, 0.01, -0.01]]}

Record 3
{"formula": "C27H26F2O5", "method": "ωB97M-V/def2-TZVPD", "homo_energy_ev": -5.8, "orbital_gap_ev": 2.62, "symbols": ["F", "C", "C", "C", "C", "C", "C", "C", "C", "C", "C", "C", "F", "C", "C", "H", "H", "H", "H", "H", "H", "H", "H", "H", "C", "C", "O", "C", "C", "C", "O", "O", "C", "C", "C", "C", "C", "C", "O", "C", "C", "C", "O", "H", "H", "H", "H", "H", "H", "H", "H", "H", "H", "H", "H", "H", "H", "H", "H", "H"], "xyz": [[-3.0041, 2.0452, 1.9574], [-2.8111, 0.7511, 2.3092], [-3.8969, -0.0809, 2.5336], [-3.7028, -1.4174, 2.8331], [-2.4326, -1.9231, 2.9384], [-1.3049, -1.0977, 2.7514], [-0.0226, -1.6872, 2.8334], [1.2613, -1.0896, 2.8389], [2.3792, -1.9066, 2.5784], [3.6447, -1.3822, 2.5494], [3.8451, -0.0349, 2.7838], [2.7720, 0.7934, 3.0792], [2.9740, 2.1168, 3.2988], [1.5001, 0.2705, 3.1249], [-1.5349, 0.2486, 2.4085], [-4.8883, 0.3294, 2.4468], [-4.5509, -2.0660, 2.9725], [-2.2850, -2.9672, 3.1580], [-0.0207, -2.7630, 2.8625], [2.2243, -2.9542, 2.3787], [4.4848, -2.0227, 2.3393], [4.8318, 0.3929, 2.7482], [0.7110, 0.9077, 3.4748], [-0.7251, 0.8919, 2.1251], [0.8612, 4.5632, 4.7613], [-0.2287, 3.5885, 5.1560], [0.2382, 2.5435, 5.9751], [-0.7808, 1.6581, 6.2289], [-0.5088, 0.5114, 7.1050], [0.8734, 0.1532, 7.4352], [1.1167, -0.6257, 8.3454], [1.8794, 0.7272, 6.7052], [3.1539, 0.4266, 7.2350], [4.0904, 1.6093, 7.0893], [-1.5894, -0.2129, 7.6919], [-1.3815, -1.3912, 8.4445], [-2.4045, -2.0500, 9.0530], [-3.7288, -1.5739, 8.9835], [-4.6768, -2.2842, 9.6983], [-5.8849, -1.5987, 9.8930], [-3.9606, -0.4232, 8.2064], [-2.9306, 0.2151, 7.5754], [-1.8965, 1.8200, 5.7529], [0.5160, 5.2795, 4.0139], [1.2150, 5.1204, 5.6291], [1.7186, 4.0268, 4.3558], [-1.0401, 4.0860, 5.7092], [-0.6952, 3.1154, 4.2801], [3.0340, 0.1419, 8.2901], [3.5237, -0.4649, 6.7100], [5.0442, 1.4611, 7.6051], [4.2922, 1.8029, 6.0344], [3.6108, 2.5080, 7.4855], [-0.3804, -1.7615, 8.5667], [-2.2182, -2.9365, 9.6329], [-6.4848, -2.1650, 10.6072], [-5.6815, -0.6107, 10.3061], [-6.4148, -1.5157, 8.9448], [-4.9664, -0.0492, 8.0954], [-3.1354, 1.0812, 6.9778]], "atomic_forces_ev_per_a": [[0.09, -0.73, 0.20], [0.20, -0.35, 0.10], [-0.40, 0.67, -0.15], [0.10, -0.06, 0.04], [0.09, -0.18, 0.06], [-0.03, 0.01, -0.10], [-0.22, 0.35, 0.19], [0.34, 0.27, 0.10], [-0.28, -0.17, -0.01], [-0.03, -0.10, -0.03], [0.34, 0.80, 0.12], [-0.11, -0.35, -0.25], [-0.07, -0.82, -0.02], [-0.07, 0.47, 0.27], [-0.01, 0.69, -0.21], [-0.20, 0.06, -0.01], [-0.15, -0.04, 0.05], [0.04, -0.18, 0.09], [0.00, -0.33, 0.02], [-0.03, -0.18, -0.02], [0.15, -0.04, -0.03], [0.23, 0.07, 0.02], [-0.21, 0.19, 0.06], [0.20, 0.18, 0.00], [0.38, -0.36, 0.42], [-0.90, 0.77, -0.71], [-0.30, -0.87, 0.46], [-0.19, -0.84, 0.37], [1.42, 1.00, -0.95], [-0.58, -0.15, 0.53], [0.78, 0.33, -0.36], [-0.90, -0.11, 0.31], [0.95, -0.52, 0.60], [-0.29, 0.25, -0.43], [-0.35, -0.10, 0.02], [0.19, -0.12, -0.11], [-1.20, -0.03, 0.26], [0.48, -0.20, 0.02], [1.04, 0.44, -0.56], [-0.32, 0.02, 0.11], [-0.78, -1.05, 0.81], [0.37, 0.13, -0.05], [0.59, 0.61, -0.66], [-0.16, -0.13, 0.07], [-0.01, 0.04, 0.02], [0.00, 0.00, -0.10], [0.17, 0.10, -0.37], [0.08, 0.41, -0.01], [0.18, 0.14, -0.38], [0.13, 0.14, 0.09], [-0.22, -0.15, -0.04], [0.09, 0.05, -0.02], [0.07, -0.08, 0.08], [-0.19, -0.12, -0.02], [0.06, -0.22, 0.14], [0.11, -0.03, -0.15], [-0.17, 0.15, -0.02], [-0.26, 0.13, 0.02], [-0.05, 0.14, -0.02], [-0.21, 0.00, 0.12]]}

ΔE to the lowest compared entry with this formula, charge and spin in kJ/mol, matching the order above: 33.00, 244.44, 327.45
Total energy in eV, matching the order above: -78992.30256, -101241.85910, -44089.51063